H11Na5O7 | wB97M-V/def2-TZVPD

```
23
Properties=species:S:1:pos:R:3:lowdin_charge:R:1
Na -13.191 9.878 13.552 0.71
Na -12.866 11.909 10.402 0.44
Na -11.520 11.423 12.678 0.68
Na -14.755 9.855 11.154 0.52
Na -12.195 9.443 11.183 0.80
O -13.954 13.496 11.152 -0.07
H -13.666 12.563 11.131 -0.08
O -14.424 11.336 9.545 -0.29
H -15.016 11.217 10.313 -0.10
O -13.067 10.875 11.900 -0.56
H -13.820 11.425 12.193 0.02
O -15.890 11.136 11.690 -0.05
H -16.020 10.949 12.620 0.05
H -16.767 11.086 11.310 0.15
O -12.344 13.299 12.636 -0.05
H -11.632 13.140 12.016 0.05
H -13.084 13.563 12.089 -0.11
O -14.602 13.263 13.089 -0.02
H -14.184 12.445 13.356 -0.02
H -14.323 13.390 12.182 -0.27
O -15.064 10.622 13.947 0.02
H -14.969 9.909 13.316 0.03
H -15.788 10.349 14.511 0.15
```

Computed properties:
F_max, hartree/bohr: 0.20649
Spin multiplicity: 1
Net charge: +2
HOMO energy, eV: -14.71
DFT total energy, hartree: -1343.713484
Orbital gap, eV: 4.04
Energy relative to the best compared isomer or geometry (same formula, charge and spin), kJ/mol: 891.59